Molecular formula: C3H7N3O
Method: DFT, wB97M-V/def2-TZVPD

Summary:
- SMILES: [H]/N=C/NC(=O)NC
- ΔE to the lowest compared entry with this formula, charge and spin: 2.637 eV
- Total charge: 0
- HOMO energy: -9.188 eV
- Gap between HOMO and LUMO: 9.9 eV
- Molar mass: 101.1 g/mol

```
14
C3H7N3O (wB97M-V/def2-TZVPD)
C -1.707 -0.782 -1.455
N -0.816 -1.211 -0.335
C 0.470 -0.724 -0.165
O 1.465 -1.301 -0.545
N 0.494 0.504 0.455
C 1.677 1.118 0.815
N 1.671 2.217 1.444
H -1.162 -0.281 -2.260
H -2.473 -0.049 -1.093
H -1.583 -1.899 -1.537
H -1.359 -1.563 0.433
H -0.379 0.960 0.687
H 2.547 0.535 0.505
H 2.631 2.498 1.627
```